Entry 1:
Entry from the Open Molecules 2025 dataset: a cluster of 19 separate species, C42H129N7O26 in total at a distorted geometry (ωB97M-V with the def2-TZVPD basis set).

XYZ file:
```
204
Properties=species:S:1:pos:R:3
C 1.249 -6.443 0.300
H -0.632 0.006 -0.661
H 4.635 1.187 -0.540
H -1.568 1.140 -3.638
H -1.866 4.304 8.573
C 8.729 1.553 -2.523
H -0.688 -5.561 1.566
H -2.737 3.450 1.971
O -2.411 -5.399 3.446
H 8.496 1.295 -0.410
H -5.547 -0.315 -2.119
C 7.944 1.010 -1.336
C 5.721 1.271 -0.245
O 2.465 6.337 -0.764
C 1.412 0.336 1.319
O -3.178 3.816 3.935
C 0.111 -8.393 1.047
N -0.665 -2.805 -4.078
H 6.555 2.499 -1.621
O -3.609 -4.594 -5.143
H 4.280 3.908 -1.562
H -5.549 -3.679 -0.604
H 2.432 3.826 0.247
H 6.004 4.997 1.235
H -0.312 2.748 3.411
H -2.134 5.847 7.591
C -0.228 -4.334 3.073
C -3.873 -9.510 0.229
O -0.455 3.627 3.780
C 5.846 2.322 0.817
H 10.867 3.176 -2.757
H -5.013 -0.376 0.331
O 0.490 5.553 6.589
H -3.051 -6.394 0.708
C -4.263 -8.066 0.491
H 3.451 7.332 -8.221
H 3.279 5.822 -9.125
H -1.448 3.759 3.850
H -1.126 5.878 -1.229
C 1.884 4.653 -7.266
H -2.097 -3.709 2.310
H 0.372 -3.392 3.178
H -3.803 -4.612 -7.173
C 5.010 4.645 1.143
H -5.013 -6.064 -1.800
O -3.799 -4.448 -1.103
H 3.052 3.596 4.618
H -3.961 -0.134 -3.859
H 0.109 5.536 8.690
N 6.560 1.492 -1.418
H -1.893 -3.413 3.982
H -0.475 5.251 -5.228
H -3.602 -9.563 -0.833
C -3.991 -5.670 -1.865
H 7.865 -0.085 -1.379
H 6.005 0.335 0.211
C -3.488 4.066 6.250
H -5.048 -3.338 -2.222
H -0.320 0.469 5.347
C 0.277 4.586 -2.966
N -3.242 -7.131 0.056
C -0.114 4.986 7.752
H 9.859 3.179 -4.117
H -2.679 5.266 -1.791
H 1.666 5.001 5.039
H -2.091 -0.944 -0.295
N 0.190 0.364 2.043
H 4.243 3.932 -3.073
N 0.422 4.864 -5.361
H -1.665 -0.572 2.186
H -1.808 1.895 -1.447
H 0.799 4.287 0.949
C -3.292 2.951 2.786
H 4.292 5.260 0.611
H -2.035 -3.797 -0.565
H -4.195 -2.507 -0.786
H 1.537 -6.502 2.447
C 0.771 3.962 -4.262
O 0.783 0.328 -2.685
H -0.027 0.084 4.010
H -1.684 4.097 -1.173
O 2.118 4.915 4.145
H -0.224 1.306 1.948
H -6.672 -1.139 -1.505
H 0.215 2.713 6.031
H 2.133 -7.008 0.139
O -1.169 4.726 -3.034
H -1.231 -0.826 -3.310
C -4.714 -3.383 -1.190
H -3.976 -11.036 2.333
O -6.229 -0.302 -1.378
O 3.925 4.411 -2.337
O -2.810 -9.986 0.973
O -2.220 1.011 0.311
C -2.431 -5.820 4.789
O 0.861 1.997 6.190
C -2.698 1.553 -0.936
O 0.119 -7.258 0.216
H -2.403 2.199 -4.293
H 8.252 1.451 -3.542
C -3.158 -10.326 2.312
O -1.262 -3.303 -0.220
H 5.376 2.020 1.731
C -3.848 3.246 5.079
O 3.366 2.816 5.155
H -0.389 -8.216 1.970
O -2.468 1.284 -3.979
H -4.890 -1.297 -4.389
H 0.446 3.269 -6.752
O 1.736 2.793 1.903
H 1.064 -5.694 -0.450
H 9.785 4.592 -2.947
H 1.854 3.956 -4.253
H 1.353 -1.085 -4.102
H -3.662 -6.130 -6.560
N 0.121 -4.971 1.798
H -0.342 4.672 -7.279
C -1.695 -4.147 3.204
O 2.017 6.023 -7.479
H 0.153 -5.003 3.843
C -1.629 5.041 -1.690
H 1.864 2.004 -2.739
H -1.640 -5.147 -5.345
H -5.178 -5.292 -6.314
H 2.873 5.702 -1.392
H 1.941 -0.598 1.467
H 1.989 6.973 -1.290
H -0.669 -3.943 0.185
H -2.747 -6.857 4.828
C 9.917 3.517 -3.085
C 2.340 1.395 1.781
H 1.569 -1.538 -2.386
C -1.607 4.875 7.638
H -1.410 -5.721 5.167
H -4.932 3.288 4.897
O -0.682 -0.142 4.695
H 0.892 7.357 5.688
H -3.163 0.806 -1.527
H -4.362 2.954 2.539
H -3.088 -5.152 5.418
C 0.915 -1.048 -3.088
H -0.768 -1.999 -2.050
H -3.797 5.119 6.071
H 0.518 4.094 -2.008
H 1.198 0.307 0.250
H -3.572 2.219 5.129
H 0.307 4.014 7.799
C -1.910 -3.520 -3.939
H 0.428 2.926 -4.292
C 0.127 6.857 6.307
H -2.197 -10.760 2.625
H 0.996 2.797 -0.032
H -2.182 -3.668 -6.217
H -1.813 -4.156 -3.048
H 4.125 5.849 -7.592
H -3.492 2.282 -0.779
H 2.241 -5.103 1.518
H 1.119 -8.785 1.205
H 2.662 4.277 -6.593
C 1.500 3.481 0.679
H -3.716 -0.123 1.115
H 9.742 1.131 -2.638
C 2.053 0.949 -2.583
H 3.215 1.455 1.157
C 3.241 6.258 -8.118
H -5.215 -7.948 -0.149
H 0.783 5.597 -2.894
H -3.828 -5.511 -2.908
H 4.660 4.438 2.134
C -0.532 -1.674 -3.098
H 1.404 4.486 3.632
H -2.044 -6.522 -1.458
H -4.546 -7.942 1.531
H -3.031 1.884 2.882
H -3.293 -7.601 -2.010
H -2.765 -2.874 -3.791
H -4.768 -10.169 0.413
H -0.584 -2.330 -4.966
N -2.069 4.013 6.528
C -3.091 -6.751 -1.322
H 0.105 7.371 7.289
H -0.396 -1.580 1.232
C 1.375 -5.731 1.666
H 2.016 4.233 -8.253
O -4.494 -0.895 -3.649
C -0.835 -0.573 1.459
H -0.519 -9.187 0.576
H 4.306 2.939 5.392
O 5.024 3.414 0.357
H -1.473 4.252 5.724
H 2.655 0.632 -3.436
H 6.893 2.532 1.034
H 1.694 2.502 6.187
H 2.614 0.746 -1.611
C 0.530 4.351 -6.710
C -4.100 -5.190 -6.318
H -4.035 3.767 7.176
H 2.547 1.285 2.836
H -0.875 6.996 5.858
C -1.450 -0.124 0.082
H -3.493 -9.456 2.892
C -2.267 -4.268 -5.287
O -4.335 -0.805 0.905
O 8.825 2.966 -2.346
```

Calculated values
* multiplicity: 1
* F_max: 3.20 eV/Å
* HOMO-LUMO gap: 8.4 eV
* energy: -109302.68292 eV
* energy relative to the best compared isomer or geometry (same formula, charge and spin): 0.000 eV
* HOMO: -7.99 eV

=====

Entry 2:
Entry from the Open Molecules 2025 dataset: a structure of composition C42H28F5IN5PV (ωB97M-V with the def2-TZVPD basis set).

XYZ file:
```
83
Properties=species:S:1:pos:R:3
C -1.339 -3.607 3.804
C -0.623 -4.274 2.854
V -0.238 0.653 -1.253
H 2.416 -2.781 -1.702
P 0.251 -1.528 0.076
C 4.002 1.290 -0.313
F -1.144 -0.385 -2.886
H 1.861 -0.838 -2.572
N 2.085 2.199 0.677
F -0.559 1.555 -3.926
C -1.646 -1.723 2.274
C -0.303 -3.628 1.648
C 2.902 -2.161 0.984
C -1.207 3.250 0.000
C 1.349 -4.176 -2.900
H 4.654 -0.880 3.590
C 0.116 -4.710 -3.236
C -2.644 3.152 -1.923
C 0.303 -2.763 -1.250
C -1.861 -2.319 3.544
C -3.341 4.057 -2.724
C 2.701 -0.228 2.979
N -0.136 2.313 -0.280
C -2.351 -0.527 2.020
C -0.771 -2.366 1.356
H -4.527 1.811 -4.945
C 3.843 -1.012 2.882
H -3.208 0.347 -3.492
C 1.668 -0.404 2.075
C 1.767 -1.359 1.061
H -1.532 -4.060 4.771
C 0.937 3.957 2.862
C 2.482 -0.206 -1.964
C -3.184 -0.422 4.266
H -3.620 1.034 2.727
H -3.755 0.101 5.022
C 0.184 4.832 3.633
C -3.082 0.125 2.970
H -0.252 -5.274 3.039
C -2.621 -1.635 4.528
H -1.837 -2.990 -1.083
C 4.627 0.455 -1.196
C 0.348 3.484 1.703
H 2.983 -2.956 0.257
N -2.182 3.628 -0.706
H -4.540 4.281 -4.484
F -0.062 -0.164 -5.573
C 0.871 2.592 0.670
H 0.597 5.227 4.552
H 5.708 0.390 -1.229
H 0.046 -5.473 -4.002
H 4.267 -1.032 -2.741
C -3.993 3.598 -3.845
H 4.816 -2.611 1.832
C -3.241 1.410 -3.294
H 4.543 1.906 0.391
H 0.772 0.203 2.170
F 1.855 0.171 -4.651
C 3.937 -1.979 1.892
H -3.373 5.093 -2.418
H -1.651 5.923 3.854
C -1.098 5.229 3.233
F 0.699 -1.610 -4.164
N 1.833 0.660 -1.130
C 0.631 -0.317 -4.466
C -0.939 -3.304 -1.601
N -2.530 1.856 -2.233
C 2.601 1.382 -0.281
H -2.753 -2.105 5.495
H -1.999 -4.679 -2.849
C -0.071 0.469 -3.333
C 1.446 -3.198 -1.921
C -1.664 4.766 2.053
H 2.613 0.519 3.759
C -1.032 -4.266 -2.590
C 3.836 -0.332 -2.038
H 0.371 -4.127 0.963
C -0.916 3.875 1.307
H -2.644 5.089 1.724
H 2.245 -4.517 -3.404
I -2.657 0.144 0.069
C -3.978 2.232 -4.113
H 1.942 3.664 3.144
```

Calculated values
* multiplicity: 2
* F_max: 0.90 eV/Å
* HOMO-LUMO gap (alpha / beta): 6.0 / 6.9 eV
* energy: -108110.01347 eV
* energy relative to the best compared isomer or geometry (same formula, charge and spin): 1.146 eV
* charge: +2
* HOMO (alpha / beta): -13.58 / -13.59 eV